(1)
{
  "formula": "C33H21Cl5InN9O4S3",
  "method": "ωB97M-V/def2-TZVPD",
  "energy_ev": -156458.289,
  "homo_ev": -7.330,
  "orbital_gap_ev": 6.9769,
  "de_lowest_kcal_mol": 16.4,
  "largest_force_ha_per_bohr": 0.02342,
  "spin_multiplicity": 1,
  "symbols": ["In", "Cl", "Cl", "Cl", "Cl", "Cl", "S", "S", "S", "O", "O", "O", "O", "N", "N", "N", "N", "N", "N", "N", "N", "N", "C", "C", "C", "C", "C", "C", "C", "C", "C", "C", "C", "C", "C", "C", "C", "C", "C", "C", "C", "C", "C", "C", "C", "C", "C", "C", "C", "C", "C", "C", "C", "C", "C", "H", "H", "H", "H", "H", "H", "H", "H", "H", "H", "H", "H", "H", "H", "H", "H", "H", "H", "H", "H", "H"],
  "xyz": [[-0.283, -0.203, -0.550], [0.142, 6.286, -2.480], [1.983, 5.390, -0.391], [-0.477, 6.811, 0.326], [1.108, -6.473, -2.906], [-0.046, -7.061, -0.062], [3.363, -3.588, 0.413], [3.128, 0.808, -4.157], [1.050, 1.658, 0.460], [0.145, -1.643, -4.439], [1.782, 2.139, 7.180], [0.606, 0.273, 7.010], [-2.614, -3.106, 1.703], [-0.406, -1.610, -2.191], [1.668, 0.326, -2.108], [-1.175, -2.061, 0.248], [-2.090, 0.343, 1.034], [1.795, -1.598, -0.035], [-1.563, 0.726, -2.408], [1.309, -2.770, 1.947], [1.037, 2.267, -3.258], [-0.976, 3.409, -0.736], [-0.666, -4.445, 0.045], [-0.435, 4.416, -0.760], [0.272, 5.662, -0.811], [3.634, -2.612, -0.978], [-1.511, 0.604, -4.787], [1.867, 2.339, 4.289], [1.087, 1.459, 2.184], [0.402, -5.201, -1.978], [1.789, 1.155, -3.095], [-3.141, 1.723, 2.657], [-2.515, -0.738, 1.682], [0.478, 0.408, 2.867], [-2.432, 1.721, -2.490], [-3.629, 0.602, 3.312], [3.528, -0.524, -3.143], [-2.108, -2.112, 1.197], [-2.394, 1.542, 1.507], [1.170, 1.180, 6.456], [-0.115, -5.465, -0.716], [2.708, -1.618, -1.059], [-0.710, -3.153, -0.459], [1.213, 1.314, 4.979], [-2.397, 1.661, -4.877], [0.359, -3.920, -2.505], [-1.128, 0.147, -3.527], [-0.343, -1.144, -3.433], [2.652, -0.624, -2.107], [1.802, 2.412, 2.916], [-2.888, 2.216, -3.703], [-0.212, -2.892, -1.764], [-3.321, -0.648, 2.812], [1.998, -2.565, 0.811], [0.534, 0.343, 4.239], [-2.774, 2.133, -1.551], [4.378, -1.130, -3.372], [0.753, -3.719, -3.490], [-2.000, 2.381, 0.950], [-2.720, 2.032, -5.839], [-3.333, 2.717, 3.027], [0.059, -0.463, 4.779], [2.305, 3.206, 2.384], [2.446, 3.093, 4.809], [0.231, 2.335, -2.652], [1.412, -3.665, 2.398], [-3.613, 3.013, -3.729], [0.943, 2.630, -4.192], [-4.225, 0.707, 4.204], [-0.043, -0.354, 2.304], [2.186, 2.827, 6.636], [0.391, -2.349, 1.989], [4.443, -2.839, -1.641], [-1.116, 0.102, -5.658], [-3.666, -1.563, 3.270], [-1.089, -4.656, 1.015]],
  "forces_ev_per_angstrom": [[-0.1, 0.0, 0.4], [0.1, 0.0, 0.2], [-0.4, 0.1, -0.1], [0.1, -0.2, -0.2], [0.1, -0.1, -0.2], [-0.1, -0.2, 0.2], [-0.4, 0.4, 0.0], [-0.3, 0.0, 0.3], [0.0, -0.3, -0.2], [-0.1, 0.0, -0.2], [0.1, 0.2, 0.4], [0.2, 0.3, 0.1], [-0.3, -0.1, 0.2], [0.0, 0.6, 0.0], [-0.5, 0.4, 0.1], [0.1, 0.9, 0.1], [0.3, -0.3, -0.4], [-0.6, 0.3, 0.1], [0.3, -0.2, 0.3], [-0.3, 0.0, 0.4], [-0.2, 0.4, 0.0], [-0.2, 0.2, -0.1], [-0.1, 0.1, -0.1], [-0.3, -0.3, 0.0], [0.7, 1.0, -0.1], [-0.3, 0.2, 0.1], [0.2, -0.1, 0.2], [-0.1, -0.2, 0.2], [0.0, 0.1, 0.0], [-0.1, -0.1, 0.3], [0.8, -0.1, -0.4], [-0.1, -0.1, -0.1], [-0.6, -0.1, 0.5], [0.1, 0.1, -0.1], [-0.4, 0.3, -0.1], [0.1, 0.1, -0.1], [-0.3, 0.1, 0.2], [0.2, -0.1, -0.2], [-0.1, 0.5, 0.2], [-0.1, -0.2, -0.1], [0.2, 0.1, -0.3], [0.8, -0.8, 0.3], [0.1, -0.8, -0.3], [0.0, -0.1, -0.4], [0.0, 0.0, 0.2], [0.0, 0.1, 0.0], [-0.3, 0.1, -0.9], [0.1, -0.3, 0.2], [0.7, 0.1, -0.9], [0.0, 0.0, 0.0], [0.1, -0.1, 0.0], [-0.1, -0.9, 0.1], [0.1, -0.1, -0.1], [0.8, -0.3, -0.2], [0.1, 0.1, 0.3], [0.0, 0.0, -0.1], [0.2, -0.2, 0.0], [0.0, 0.0, 0.0], [0.0, 0.0, 0.1], [0.0, 0.0, -0.1], [0.0, 0.1, 0.0], [-0.1, 0.0, 0.0], [0.0, 0.1, 0.0], [0.0, 0.1, 0.0], [0.0, 0.1, -0.2], [-0.1, 0.1, 0.0], [-0.1, 0.1, 0.1], [-0.1, 0.0, 0.1], [-0.1, 0.0, 0.1], [0.0, 0.0, 0.1], [-0.2, -0.3, 0.0], [0.1, -0.2, 0.0], [0.1, 0.0, -0.2], [0.0, -0.1, 0.0], [0.0, 0.0, 0.0], [0.0, 0.0, 0.0]]
}



(2)
{
  "formula": "C10H13O3",
  "method": "ωB97M-V/def2-TZVPD",
  "energy_ev": -16725.432,
  "total_charge": -1,
  "homo_ev": -4.503,
  "orbital_gap_ev": 7.7676,
  "de_lowest_kcal_mol": 8.1,
  "largest_force_ha_per_bohr": 0.03935,
  "spin_multiplicity": 1,
  "symbols": ["O", "O", "O", "C", "C", "C", "C", "C", "C", "C", "C", "C", "C", "H", "H", "H", "H", "H", "H", "H", "H", "H", "H", "H", "H", "H"],
  "xyz": [[1.080, -0.668, -1.515], [3.736, -1.486, 1.971], [2.469, -1.853, 0.167], [-2.928, -0.026, -0.797], [-0.204, -0.495, -1.283], [3.064, -1.092, 1.014], [3.486, 1.309, 1.917], [2.819, 0.427, 0.865], [-0.913, -1.241, -0.320], [-2.193, 0.861, -1.573], [-2.247, -1.028, -0.079], [-4.390, 0.222, -0.481], [-0.857, 0.620, -1.825], [-2.821, -1.512, 0.705], [-0.276, 1.361, -2.386], [-4.913, -0.722, -0.313], [1.648, -1.226, -0.725], [-2.736, 1.706, -1.996], [-4.933, 0.693, -1.292], [-0.352, -2.028, 0.179], [2.856, 2.018, 2.436], [1.735, 0.468, 0.882], [3.919, 0.627, 2.649], [4.435, 1.654, 1.475], [-4.500, 0.687, 0.488], [3.017, 0.725, -0.164]],
  "forces_ev_per_angstrom": [[0.5, -0.5, 0.1], [0.1, -0.1, -0.3], [-0.2, 0.4, -0.2], [-0.3, 0.2, 1.0], [-0.1, 0.8, 0.9], [0.1, -0.1, 0.5], [1.4, -1.4, -0.5], [-0.7, -0.3, -0.2], [0.6, -0.9, -0.2], [-0.7, -0.7, -0.2], [-0.6, 1.0, -0.6], [0.2, -1.1, 0.0], [0.3, 0.6, -0.4], [0.3, -0.5, -0.1], [-0.1, -0.5, 0.1], [0.1, -0.3, -0.2], [0.0, 0.1, -0.4], [0.3, 0.0, -0.1], [0.0, 0.5, 0.1], [-0.1, 0.1, 0.1], [0.1, 0.5, -0.3], [-0.4, 0.3, 0.3], [-0.5, -0.2, 0.4], [-0.6, 1.0, 0.2], [-0.1, 0.9, 0.1], [0.3, 0.0, 0.0]]
}



(3)
{
  "formula": "C3H3NO",
  "method": "ωB97M-V/def2-TZVPD",
  "energy_ev": -6695.618,
  "homo_ev": -11.168,
  "orbital_gap_ev": 11.0388,
  "de_lowest_kcal_mol": 20.1,
  "largest_force_ha_per_bohr": 0.03429,
  "spin_multiplicity": 1,
  "symbols": ["O", "N", "C", "C", "C", "H", "H", "H"],
  "xyz": [[0.281, 1.839, 0.067], [2.242, -0.536, 0.352], [-0.878, -0.291, 0.014], [1.542, -0.064, -0.447], [0.261, 0.666, -0.161], [-0.912, -0.957, -0.852], [-0.686, -0.916, 0.895], [-1.810, 0.259, 0.134]],
  "forces_ev_per_angstrom": [[-0.3, -0.4, -0.3], [0.4, -0.2, -1.2], [-0.2, 0.0, -0.1], [0.4, -0.1, 1.7], [-0.3, 0.6, 0.0], [-0.1, 0.0, 0.1], [0.0, 0.2, -0.2], [0.0, -0.1, 0.0]]
}



(4)
{
  "formula": "C4H12",
  "method": "ωB97M-V/def2-TZVPD",
  "energy_ev": -4340.198,
  "total_charge": -1,
  "homo_ev": [1.547, -7.528],
  "orbital_gap_ev": [2.7165, 11.8963],
  "de_lowest_kcal_mol": 19.3,
  "largest_force_ha_per_bohr": 0.06628,
  "spin_multiplicity": 2,
  "symbols": ["C", "C", "C", "C", "H", "H", "H", "H", "H", "H", "H", "H", "H", "H", "H", "H"],
  "xyz": [[-1.486, -1.282, 1.138], [-1.212, -1.421, -0.339], [1.523, 0.858, 0.192], [1.191, 1.816, -0.958], [-0.953, -1.866, 1.897], [-2.535, -1.506, 1.551], [-2.087, -1.235, -0.976], [-1.394, -0.196, 1.405], [1.782, 1.672, -1.910], [1.196, 2.911, -0.835], [0.222, 1.550, -1.372], [2.546, 0.446, 0.095], [0.868, -0.014, 0.113], [-0.737, -2.398, -0.550], [1.594, 1.291, 1.174], [-0.518, -0.625, -0.627]],
  "forces_ev_per_angstrom": [[-2.2, 1.2, 2.3], [0.4, -0.5, -0.3], [1.4, -0.4, -0.9], [0.1, 0.1, -1.6], [0.8, 0.1, -0.7], [0.9, 0.1, -1.3], [0.1, -0.4, 0.3], [0.2, -0.8, 0.0], [0.1, -0.1, 1.1], [0.0, -0.5, 0.5], [-0.6, 0.3, 0.3], [-0.2, 0.1, -0.3], [0.2, 0.4, 0.7], [-0.4, 0.5, -0.2], [-0.8, 0.3, 0.5], [-0.2, -0.4, -0.2]]
}



(5)
{
  "formula": "C18H49N2O20S4V",
  "method": "ωB97M-V/def2-TZVPD",
  "energy_ev": -132400.398,
  "homo_ev": -7.192,
  "orbital_gap_ev": 3.1295,
  "de_lowest_kcal_mol": 147.1,
  "largest_force_ha_per_bohr": 0.07974,
  "spin_multiplicity": 1,
  "symbols": ["V", "S", "S", "S", "S", "O", "O", "O", "O", "O", "O", "O", "O", "O", "O", "O", "O", "O", "O", "O", "O", "O", "O", "O", "O", "N", "N", "C", "C", "C", "C", "C", "C", "C", "C", "C", "C", "C", "C", "C", "C", "C", "C", "C", "C", "H", "H", "H", "H", "H", "H", "H", "H", "H", "H", "H", "H", "H", "H", "H", "H", "H", "H", "H", "H", "H", "H", "H", "H", "H", "H", "H", "H", "H", "H", "H", "H", "H", "H", "H", "H", "H", "H", "H", "H", "H", "H", "H", "H", "H", "H", "H", "H", "H"],
  "xyz": [[7.523, -3.722, 2.829], [1.077, 4.252, -5.626], [-3.746, -5.820, -0.366], [-4.349, 3.737, 3.754], [0.988, -4.035, -8.347], [0.669, 5.004, -7.044], [6.020, 7.078, 4.360], [-4.833, 3.734, 5.353], [2.513, 4.394, -5.352], [1.495, 0.516, 8.093], [4.146, -1.042, 1.003], [0.470, 2.919, -5.554], [-5.491, 4.110, 2.955], [-2.996, 4.356, 3.684], [-2.958, -5.787, 6.352], [7.980, 6.347, 3.869], [6.953, -5.256, 2.584], [-0.293, 1.751, 7.754], [2.283, -4.649, -8.084], [7.141, -3.248, 4.266], [-0.142, -4.820, -8.808], [-2.290, -6.070, 0.472], [-3.832, -6.914, -1.308], [-3.800, -4.462, -0.889], [1.184, -2.840, -9.476], [6.725, 6.258, 3.871], [0.870, 1.588, 8.083], [6.107, 5.007, 3.301], [2.745, -0.913, 0.719], [-4.160, 1.904, 3.629], [-4.983, -6.093, 1.010], [0.112, 5.257, -4.430], [2.184, 0.497, 0.579], [-0.680, 5.234, -7.361], [1.561, 2.834, 8.634], [-0.680, -7.624, -0.105], [-4.739, 4.390, 7.596], [-1.901, -7.427, 0.761], [-4.427, 4.801, 6.160], [1.894, -1.676, 1.747], [0.403, -3.095, -6.849], [-2.152, -4.614, 6.241], [-0.928, 6.523, -8.229], [2.831, -1.611, -10.598], [2.177, -1.812, -9.237], [-4.439, 3.347, 7.704], [-0.475, -2.538, -7.176], [-0.295, -8.641, -0.031], [2.970, -2.000, -8.513], [-1.051, 4.364, -7.902], [1.820, 3.326, 7.696], [-5.066, 1.404, 3.971], [-2.335, -4.009, 5.352], [3.039, -2.518, -11.167], [-3.898, 1.706, 2.589], [-1.955, 6.665, -8.566], [3.661, -0.905, -10.560], [-5.870, -5.504, 0.775], [2.487, -1.495, -0.166], [6.716, 4.634, 2.478], [-4.096, 4.948, 8.277], [-0.940, 4.975, -4.460], [-2.434, -6.557, 6.120], [-5.320, -7.124, 1.111], [-4.887, 5.738, 5.846], [-3.315, 1.607, 4.249], [-1.300, 5.362, -6.474], [2.394, 2.703, 9.324], [-1.637, -7.369, 1.817], [2.050, -1.291, 2.755], [-1.108, -4.837, 6.457], [1.294, -2.521, -6.592], [1.653, -0.983, -8.762], [-0.932, -7.390, -1.139], [-0.785, 7.401, -7.599], [2.308, -2.649, 2.009], [-4.607, -5.683, 1.948], [5.079, 5.192, 2.989], [-3.373, 5.061, 6.068], [2.740, 0.972, -0.230], [2.046, -1.074, -11.130], [-0.313, 6.399, -9.121], [0.582, 4.828, -3.545], [5.992, 4.338, 4.153], [2.116, 1.152, 1.447], [1.176, 0.457, 0.165], [0.412, 6.302, -4.498], [-2.665, -8.205, 0.731], [0.815, 3.458, 9.127], [0.099, -6.961, 0.270], [-2.361, -3.871, 7.011], [-5.801, 4.353, 7.837], [0.847, -1.660, 1.445], [0.286, -3.864, -6.085]],
  "forces_ev_per_angstrom": [[-2.2, -3.3, -0.4], [-0.8, -0.5, 0.7], [1.0, -0.8, 0.2], [1.4, -1.2, 1.4], [-0.4, 0.1, 0.0], [2.1, -0.2, 1.1], [-1.2, 0.8, 0.4], [0.4, -0.6, -2.5], [-2.7, 0.1, -1.2], [-1.1, 1.8, -0.4], [-2.2, 0.4, -0.4], [1.0, 1.9, -0.7], [1.3, 0.3, 0.4], [-3.3, -0.9, -0.1], [-0.1, 0.6, 0.0], [-2.3, -0.6, -0.3], [1.5, 3.8, 0.6], [0.9, -0.4, -0.2], [-1.6, 0.9, -0.2], [0.2, -0.2, -0.4], [1.5, 0.8, 0.2], [-3.0, 1.3, -1.0], [-0.3, 0.7, 0.8], [0.3, -1.8, 1.6], [-0.1, -1.3, 1.7], [3.1, -0.6, -0.4], [0.4, -1.0, 1.8], [-0.4, 0.2, 0.2], [1.5, -0.8, 1.3], [0.4, 1.1, 0.1], [0.1, 0.8, -0.6], [1.6, -1.1, -0.2], [0.2, 0.2, -1.1], [-2.4, 0.5, -0.7], [-0.6, 0.3, -0.8], [0.1, -0.6, 0.3], [0.4, -0.6, -0.4], [0.8, 0.4, 0.6], [0.3, 1.3, 1.1], [0.9, -0.2, 1.6], [1.6, -1.0, -1.6], [0.2, 0.4, 0.8], [0.6, -1.1, 0.8], [-1.3, 1.6, 0.0], [0.8, -0.5, 0.0], [0.3, -0.1, -0.1], [0.1, -0.1, 0.4], [0.0, -0.1, -0.1], [-0.2, -1.2, 0.2], [0.0, -0.1, 0.0], [0.5, 0.3, 0.3], [0.0, 0.3, -0.3], [0.3, -0.6, -0.6], [0.2, 0.0, 0.6], [-0.3, 0.0, 0.0], [-0.2, -0.8, 0.1], [0.2, -0.3, 0.1], [0.1, 0.1, -0.4], [0.4, 0.1, -0.8], [0.0, 0.0, 0.4], [-0.5, 0.2, 0.2], [0.2, 0.4, -0.1], [0.1, 0.2, 0.0], [0.6, 0.0, -0.2], [-0.6, 0.0, 0.1], [-0.1, 0.2, 0.1], [0.2, -0.2, 0.2], [0.0, -0.7, -0.5], [0.2, -0.1, 0.1], [-0.5, 1.1, 0.0], [0.2, 0.0, -0.7], [-0.4, 0.5, 0.2], [-0.1, 0.5, -0.8], [0.1, -0.1, 0.1], [0.8, 0.1, -0.4], [-0.3, -0.6, -1.1], [0.3, -0.2, -0.2], [0.3, 0.5, -0.1], [0.3, -0.7, -0.1], [0.3, 0.4, 0.2], [0.1, -0.1, -0.7], [0.2, 0.8, 0.1], [-0.3, 0.2, 0.4], [0.5, -0.2, -0.2], [0.5, -0.3, 0.2], [-0.3, -0.3, 0.1], [-0.4, -0.1, -0.2], [-0.3, 0.4, -0.7], [-0.2, -0.3, -0.2], [0.0, 0.1, -0.3], [-0.7, -0.4, 0.5], [0.1, 0.7, 0.1], [0.1, -0.3, 0.2], [-0.5, 0.2, -0.1]]
}



(6)
{
  "formula": "C5H8O2",
  "method": "ωB97M-V/def2-TZVPD",
  "energy_ev": -9403.618,
  "homo_ev": -8.274,
  "orbital_gap_ev": 9.1105,
  "de_lowest_kcal_mol": 143.3,
  "largest_force_ha_per_bohr": 0.00600,
  "spin_multiplicity": 1,
  "symbols": ["O", "O", "C", "C", "C", "C", "C", "H", "H", "H", "H", "H", "H", "H", "H"],
  "xyz": [[0.509, 1.067, -0.864], [-2.385, -0.595, -0.050], [-1.084, -0.902, -0.495], [0.955, 0.668, 0.446], [-0.385, 0.388, -0.067], [-2.384, 0.805, -0.014], [2.019, -0.390, 0.487], [1.065, 1.504, 1.138], [2.995, 0.047, 0.255], [-1.011, -1.012, -1.589], [-2.194, 1.187, -1.043], [2.072, -0.844, 1.481], [1.811, -1.173, -0.249], [-1.259, 1.068, 0.573], [-0.723, -1.818, -0.009]],
  "forces_ev_per_angstrom": [[0.0, 0.1, -0.1], [-0.1, -0.1, 0.1], [0.2, 0.0, 0.0], [0.2, 0.0, 0.3], [0.0, -0.1, -0.1], [-0.1, 0.0, -0.2], [0.0, -0.1, 0.0], [0.0, -0.1, -0.1], [-0.1, -0.1, 0.0], [-0.1, 0.1, 0.1], [-0.1, -0.1, 0.1], [0.0, 0.1, -0.1], [0.0, 0.1, 0.1], [0.1, 0.1, 0.1], [0.0, 0.2, -0.1]]
}



(7)
{
  "formula": "C3H5IO3",
  "method": "ωB97M-V/def2-TZVPD",
  "energy_ev": -17430.978,
  "homo_ev": [-8.042, -7.576],
  "orbital_gap_ev": [8.2823, 7.5957],
  "de_lowest_kcal_mol": 80.9,
  "largest_force_ha_per_bohr": 0.07701,
  "spin_multiplicity": 1,
  "symbols": ["I", "O", "O", "O", "C", "C", "C", "H", "H", "H", "H", "H"],
  "xyz": [[-3.410, -0.525, -0.100], [0.007, -0.235, 1.660], [1.050, -0.336, -0.397], [-2.015, 2.122, -0.461], [0.132, -0.074, 0.500], [2.298, -1.016, 0.098], [-2.019, 0.824, -0.684], [-1.703, 0.724, -1.722], [3.104, -0.587, -0.348], [2.308, -2.004, -0.215], [2.165, -1.093, 1.182], [-1.917, 2.202, 0.487]],
  "forces_ev_per_angstrom": [[-1.0, -0.5, 0.6], [0.7, -0.3, 0.6], [1.0, -0.6, 0.4], [-0.5, 1.1, 1.2], [-2.0, 0.9, -1.7], [-3.5, -0.1, 1.9], [3.1, -1.0, -1.9], [-0.2, -0.8, 0.1], [2.2, 1.9, -0.6], [-0.5, -2.0, -1.0], [0.9, 0.7, -0.1], [-0.2, 0.7, 0.6]]
}